Molecular formula: C26H29FeN7O2S
Method: DFT, the ωB97M-V functional and the def2-TZVPD basis

```
! wB97M-V def2-TZVPD RIJCOSX def2/J DEFGRID3
* xyz 1 6
Fe 0.04 -0.50 0.99
C 3.13 0.39 1.00
N 1.99 0.04 1.82
C 1.84 -1.38 2.07
C 1.83 0.76 3.05
C 2.88 0.97 3.92
C 2.67 1.61 5.13
C 1.40 2.01 5.48
C 0.34 1.83 4.62
C 0.52 1.24 3.36
N -0.39 1.10 2.37
C -1.24 2.07 1.94
C -2.03 2.96 2.70
C -2.77 3.95 2.09
C -2.73 4.12 0.71
C -1.98 3.25 -0.06
C -1.29 2.22 0.54
N -0.59 1.22 -0.23
C 0.35 1.78 -1.20
C -1.56 0.34 -0.86
H 4.08 0.10 1.45
H 3.03 -0.13 0.04
H 3.12 1.46 0.82
H 2.35 -1.70 2.98
H 0.75 -1.56 2.15
H 2.23 -1.96 1.23
H 3.86 0.62 3.66
H 3.50 1.75 5.81
H 1.22 2.47 6.45
H -0.65 2.12 4.94
H -2.10 2.85 3.77
H -3.39 4.60 2.69
H -3.31 4.90 0.24
H -1.97 3.36 -1.13
H -0.16 2.16 -2.09
H 0.90 2.59 -0.72
H 1.05 1.00 -1.50
H -2.26 0.91 -1.48
H -1.06 -0.39 -1.49
H -2.15 -0.16 -0.08
N -0.85 -0.30 -6.69
C -0.26 -0.82 -5.58
C -0.80 -1.95 -4.95
C -0.23 -2.43 -3.79
C 0.87 -1.79 -3.24
C 1.41 -0.68 -3.85
C 0.86 -0.19 -5.02
S 1.56 -2.35 -1.71
O 1.68 -3.77 -1.63
O 2.72 -1.55 -1.41
N 0.50 -1.82 -0.55
C -0.56 -2.54 -0.20
N -1.12 -3.41 -1.05
C -2.16 -4.11 -0.64
C -2.71 -3.97 0.63
C -2.10 -3.03 1.44
N -1.06 -2.31 1.04
H -1.53 -0.86 -7.19
H -0.36 0.40 -7.23
H -1.65 -2.44 -5.38
H -0.62 -3.30 -3.29
H 2.29 -0.23 -3.42
H 1.29 0.67 -5.51
H -2.56 -4.80 -1.37
H -3.57 -4.53 0.94
H -2.45 -2.84 2.45
*
```

## Properties
HOMO-LUMO gap (spin up / spin down) in eV: 8.35 / 5.17
Expectation value of S²: 8.799
E_LUMO (spin up / spin down) in eV: -2.0 / -5.2
F_max in eV Å⁻¹: 2.9